1.
30
Properties=species:S:1:pos:R:3:forces:R:3:mulliken_charge:R:1 method="wB97M-V/def2-TZVPD" homo_energy_ev=-9.1 e_above_lowest_kcal_mol=41.9
Li 0.27081 -1.50232 2.17812 0.477 1.143 -0.691 0.81
O 0.40620 -0.76188 0.33839 0.521 2.982 0.552 -0.83
H 0.71559 0.22469 0.04777 -1.129 -3.931 1.130 -0.02
O -0.10291 1.42506 -2.50012 0.122 -2.290 4.639 -0.59
H 0.63059 1.52960 -1.82876 -1.312 -0.382 -0.832 0.30
H 0.15263 2.01176 -3.11303 1.138 3.459 -3.914 0.27
O -2.75190 -1.28300 -0.93584 -0.696 2.437 0.805 -0.64
H -2.45960 -2.09514 -0.60895 0.747 -2.632 -0.091 0.31
H -2.44994 -0.74089 -0.16283 -0.996 0.111 -1.677 0.43
O 2.62005 -1.79125 -0.73148 -1.864 1.288 -0.392 -0.70
H 1.77632 -1.61586 -0.08258 2.334 0.267 -2.811 0.41
H 2.43342 -1.34681 -1.65177 -0.132 -1.395 2.870 0.31
O -1.97838 0.45419 0.93422 1.647 1.370 -1.772 -0.76
H -1.20284 -0.13145 0.78377 1.276 0.575 -1.153 0.23
H -2.27530 -0.02554 1.63817 -2.444 -1.412 3.525 0.44
O 1.56700 2.58595 -0.05110 1.216 1.274 0.321 -0.70
H 1.94190 3.49056 0.09490 -0.755 -0.697 -0.511 0.32
H 2.34227 2.07565 0.21397 -0.064 -0.560 -0.060 0.32
O -0.46146 2.60007 1.83274 0.840 0.945 2.138 -0.77
H -1.06002 1.92804 1.53898 -0.671 -0.695 -1.238 0.46
H 0.24408 2.82092 1.22193 -0.297 -0.583 -0.630 0.41
O -0.13115 -1.21847 -2.74245 0.398 2.017 -1.656 -0.69
H -0.31746 -0.21727 -2.93284 0.298 -2.926 1.292 0.38
H -0.41963 -1.49339 -1.87325 -0.586 0.738 -0.406 0.46
O -0.71208 -2.96823 -0.76654 1.249 -1.050 2.625 -0.74
H -0.07674 -2.24293 -0.43722 -0.990 -0.923 -0.471 0.22
H -0.61447 -3.69353 -0.07875 -0.063 1.104 -1.499 0.28
O 0.47169 0.20849 3.27170 -1.810 0.718 -1.484 -0.55
H 0.25051 1.08270 2.82253 -1.680 -0.951 -0.768 0.29
H 1.19081 0.69030 3.58035 3.225 0.000 2.160 0.32

***

2.
28
Properties=species:S:1:pos:R:3:forces:R:3:mulliken_charge:R:1 method="wB97M-V/def2-TZVPD" homo_energy_ev=-14.0 e_above_lowest_kcal_mol=124.1 charge=+1
O 1.36233 1.44482 -0.32615 2.467 0.149 -3.193 -0.54
H 1.13710 1.90121 -1.26246 -0.949 0.355 2.989 0.43
H -1.04327 -1.73520 2.28094 -1.899 0.003 -1.074 0.30
O 0.04127 2.05844 2.43664 -3.154 3.257 -1.409 -0.57
H 0.19189 2.81905 3.01340 -0.431 0.193 -0.275 0.30
O -0.26888 -0.23311 0.35674 -1.609 0.972 -2.151 -0.65
H 1.29876 -1.80143 2.19053 6.907 3.252 6.034 0.21
H -0.35471 0.10011 1.26817 -1.551 -0.389 -0.510 0.36
O 0.76143 -2.18814 1.67922 -7.268 4.847 -4.255 -0.44
H -1.12981 -0.07085 -0.26770 2.305 -0.026 2.989 0.36
H 0.65647 1.50120 2.74350 3.702 -3.536 1.779 0.26
O -3.04959 0.34354 -0.77997 -0.660 3.894 -0.609 -0.60
H 0.97282 -2.51324 -1.31262 -0.444 -0.369 0.673 0.31
H -3.86617 0.91855 -0.96096 1.997 -1.022 0.414 0.30
O 0.80176 -3.12278 -2.03278 -2.427 -0.582 -0.627 -0.68
H -0.19840 -3.37325 -2.04318 2.779 0.864 0.324 0.35
H -3.40878 -0.49562 -0.76154 -1.091 -3.008 0.212 0.29
O 1.94802 -0.50798 -1.74117 5.876 4.088 2.248 -0.61
H 1.79956 0.64618 -0.85802 -0.322 0.200 1.027 0.66
H 2.80002 -0.29778 -2.23147 -1.939 -1.193 0.276 0.34
O 0.57026 3.46276 -1.75716 -3.798 -2.987 -0.401 -0.66
H 0.76269 -3.01163 1.48615 0.884 -8.574 -1.274 0.24
H 1.33976 -1.01638 -2.13278 -3.230 -3.121 -3.257 0.32
O -1.95871 -1.57836 1.87593 6.108 2.475 -3.221 -0.57
H -0.43653 3.62707 -1.74790 2.763 0.193 -0.025 0.34
H 1.09410 4.21143 -1.72249 1.058 2.680 0.110 0.30
H 0.72049 0.84213 0.19702 -1.460 0.134 -1.115 0.41
H -2.54389 -1.93075 2.41013 -4.612 -2.747 4.319 0.26

***

3.
2
Properties=species:S:1:pos:R:3:forces:R:3:mulliken_charge:R:1 method="wB97M-V/def2-TZVPD" homo_energy_ev=-9.7 e_above_lowest_kcal_mol=146.2
H -0.63580 -0.18131 1.07866 1.012 0.289 -1.717 0.00
H 0.63580 0.18131 -1.07866 -1.012 -0.289 1.717 0.00

***

4.
33
Properties=species:S:1:pos:R:3:forces:R:3:mulliken_charge:R:1 method="wB97M-V/def2-TZVPD" homo_energy_ev=-9.5 e_above_lowest_kcal_mol=65.9
N 1.21903 0.16367 -3.49433 5.153 -3.469 -1.711 -0.50
H 1.89803 -0.79933 -3.49033 -2.359 2.651 -0.634 0.48
H 1.86203 0.68867 -2.93333 -0.508 1.013 1.343 0.34
H 0.40803 -0.21533 -3.07633 -1.707 0.393 0.911 0.29
H 1.23203 0.61467 -4.43233 -0.768 -0.771 0.713 0.38
N -0.33897 0.00567 0.34567 0.953 0.168 4.597 0.93
O -0.29497 1.06867 1.01167 -0.811 0.093 -0.767 -0.58
O 0.52703 -0.14633 -0.51233 -0.358 -1.089 -2.001 -0.58
O -1.02697 -0.93933 0.87167 0.771 0.825 -3.497 -0.74
O -0.84297 2.74267 -1.59733 1.419 -1.807 3.683 -0.64
H 0.14803 2.53367 -1.45733 -2.302 0.643 -0.330 0.30
H -1.16797 2.50967 -0.59133 0.869 1.167 -3.518 0.37
O 0.64003 -3.15833 -2.31833 -0.533 0.275 -2.653 -0.63
H -0.01497 -2.82033 -1.70433 -0.317 -0.308 0.486 0.26
H 0.10703 -3.32033 -3.16233 1.064 0.052 1.854 0.31
O 2.29603 1.66867 2.54967 4.468 -1.294 -1.707 -0.65
H 1.60603 1.59667 1.89767 -0.506 -0.164 -0.529 0.30
H 3.20603 1.31967 2.01667 -4.008 1.357 2.249 0.34
O -1.54997 -3.34233 -0.31333 6.267 -0.316 4.589 -0.62
H -2.16497 -3.20833 -0.90533 -5.146 1.356 -4.692 0.28
H -1.03397 -2.49733 -0.15333 -1.458 -1.028 0.293 0.38
O -0.76897 3.80367 1.21967 3.074 0.304 -3.671 -0.63
H -1.33897 3.70967 1.91467 -2.023 -1.089 2.847 0.30
H -0.19597 3.01567 1.05867 -1.115 0.918 1.005 0.34
O -1.38897 -1.35733 3.39367 -0.082 0.046 -1.822 -0.68
H -0.61897 -0.93833 3.81367 -0.347 -0.150 -0.745 0.29
H -1.36797 -1.24533 2.35067 0.422 0.014 3.650 0.41
O -3.02997 1.13267 2.02167 -2.312 0.730 -0.813 -0.67
H -3.61397 1.09267 1.20467 1.750 -0.185 1.507 0.29
H -2.14997 0.79767 1.88367 0.302 -0.305 -0.579 0.38
O 2.77703 -1.40033 1.10867 -0.566 2.544 1.772 -0.64
H 3.05503 -2.11933 0.59367 -0.325 -1.319 -1.419 0.28
H 1.92803 -0.95633 0.88567 1.037 -1.253 -0.406 0.32

***

5.
34
Properties=species:S:1:pos:R:3:forces:R:3:mulliken_charge:R:1 method="wB97M-V/def2-TZVPD" homo_energy_ev=-5.4 e_above_lowest_kcal_mol=377.3 charge=-1
N -0.24270 0.08783 -0.32681 -1.073 2.964 -1.580 0.11
O -1.01610 0.93715 0.18666 0.747 -0.860 -3.136 -0.65
O 0.93206 0.37154 -0.43576 -4.063 0.160 1.280 -0.75
O -0.71752 -0.93582 -0.70247 0.037 -0.313 4.283 -0.28
O -1.78869 -2.63818 0.60709 -2.337 -2.237 -0.016 -0.70
H -1.64219 -3.58012 0.52036 0.092 -0.098 0.008 0.27
H -0.91194 -2.26708 0.70624 -0.473 -0.886 1.049 0.44
O -0.30424 2.89698 -0.28813 -5.918 5.268 -0.634 -0.70
H -0.77991 2.07150 -0.19580 -0.660 0.701 -0.379 0.57
H -0.68220 3.46788 0.38078 0.172 0.423 0.133 0.27
O -1.83889 -0.21278 1.67001 -0.455 -1.994 5.755 -0.66
H -2.25117 0.63710 1.82478 0.095 -0.018 0.098 0.39
H -1.29351 -0.07738 0.89512 -2.109 -0.729 2.924 0.12
O 2.24965 -0.16233 -2.00338 2.641 -1.277 -3.405 -0.77
H 1.57195 -0.11851 -1.32882 0.837 -1.015 -1.802 0.55
H 3.07251 -0.19235 -1.51528 0.460 0.054 -0.433 0.34
O -0.86475 -1.30711 -2.70531 -0.439 -0.682 -4.705 -0.76
H -0.47175 -1.23986 -1.83511 0.758 -1.096 -2.407 0.38
H -1.54029 -1.97884 -2.61229 -0.288 -0.047 0.014 0.31
O 2.97534 1.02178 0.30147 4.893 -2.470 -0.308 -0.78
H 2.52753 0.24308 -0.02915 1.270 0.092 1.178 0.41
H 2.31058 1.48124 0.81452 1.321 0.693 0.047 0.56
O -3.17778 -0.90289 -0.06528 -2.578 0.784 -1.934 -0.66
H -2.26568 -1.17439 0.03769 -1.538 -0.514 -0.108 0.21
H -3.17155 0.03556 0.12307 -0.350 -0.146 -0.253 0.39
O 0.44524 -2.42009 0.86713 3.216 -0.261 0.736 -0.76
H 0.45386 -1.76403 0.17018 0.956 -0.451 -0.370 0.55
H 0.95760 -2.02663 1.57346 0.302 0.175 0.397 0.32
O 1.74215 2.66865 -0.39224 4.090 1.784 -1.469 -0.92
H 0.79730 2.52188 -0.34789 1.356 0.730 -0.138 0.74
H 2.08050 1.91132 -0.86994 0.910 1.025 -0.332 0.39
O 1.31992 0.77972 1.72161 -1.677 -0.504 4.136 -0.63
H 0.89734 0.96321 0.88257 0.120 0.686 0.898 0.40
H 0.62734 0.90196 2.37093 -0.315 0.058 0.471 0.28

***

6.
34
Properties=species:S:1:pos:R:3:forces:R:3:mulliken_charge:R:1 method="wB97M-V/def2-TZVPD" homo_energy_ev=-7.3 e_above_lowest_kcal_mol=26.5 charge=-1
N -5.86481 -15.43321 9.98476 -0.549 -2.217 -1.325 0.91
O -6.81753 -16.22810 9.80648 0.375 0.151 0.841 -0.99
O -6.05478 -14.24029 9.82256 0.486 1.448 0.499 -0.50
O -4.71780 -15.88566 10.15890 -0.159 0.224 0.634 -0.69
O -3.76465 -13.04773 11.66784 0.887 0.096 0.029 -0.66
H -2.89741 -13.04425 11.21931 -0.672 0.020 0.159 0.33
H -4.14118 -13.89252 11.40957 -0.198 -0.091 -0.313 0.30
O -2.15424 -16.42610 10.96359 -0.879 -0.573 -1.416 -0.69
H -3.11492 -16.31648 10.84316 0.111 -0.044 -0.497 0.40
H -2.11983 -16.06165 11.81407 0.847 0.750 2.170 0.32
O -5.66526 -18.59466 8.90387 -0.980 -2.039 -0.511 -0.70
H -6.05445 -17.84394 9.32103 0.280 1.014 0.658 0.34
H -4.74873 -18.49084 8.67377 0.611 0.679 0.089 0.44
O -7.62801 -12.12832 9.43563 -0.009 -0.177 -0.707 -0.74
H -7.01838 -12.89150 9.45314 -0.134 0.714 0.386 0.51
H -7.39345 -11.56939 10.17599 0.102 -0.088 0.255 0.32
O -9.03554 -14.58415 9.73835 -1.005 -0.268 0.034 -0.79
H -8.63040 -13.76578 9.44676 0.142 0.192 -0.126 0.36
H -8.36653 -15.27445 9.81374 0.364 -0.031 -0.566 0.47
O -8.63120 -14.03378 12.27848 0.621 0.199 1.832 -0.67
H -7.79452 -14.40931 12.57530 -0.110 0.135 0.235 0.29
H -8.62701 -14.23296 11.35125 -0.655 -0.142 -1.360 0.43
O -2.97885 -18.00549 8.68860 0.174 -0.959 -1.785 -0.63
H -2.14915 -18.26648 8.25017 -0.566 0.352 0.501 0.27
H -2.76694 -17.59711 9.50682 0.721 0.459 1.104 0.35
O -7.24177 -16.85465 6.92988 -1.171 -1.532 0.172 -0.69
H -7.08577 -17.29194 7.77951 -0.098 -0.225 -0.481 0.33
H -6.63857 -16.14164 6.96135 1.019 1.434 -0.177 0.41
O -5.97382 -14.40064 7.03221 -0.165 0.501 -1.394 -0.74
H -6.68347 -13.85080 6.66457 0.222 -0.291 -0.114 0.33
H -6.03813 -14.20846 7.95525 0.008 0.177 1.343 0.35
O -3.29206 -14.36171 8.21505 0.213 -0.392 0.435 -0.66
H -3.96843 -14.06663 7.60208 -0.173 -0.096 -0.159 0.36
H -3.70345 -15.08623 8.73321 0.340 0.623 -0.447 0.34

***

Computed values of frontier orbital gap (unit: eV) for the preceding records, in sequence: 7.986 11.127 6.358 7.558 7.494 10.088.
Computed values of lowest unoccupied orbital energy (unit: eV) for the preceding records, in sequence: -1.15 -2.90 -3.32 -1.97 2.11 2.77.
Computed values of E (unit: Eh) for the preceding records, in sequence: -771.279730 -688.178984 -0.927964 -948.869516 -1044.307847 -1044.866837.